# 1
Density functional theory data (ωB97M-V/def2-TZVPD) for a 14-piece molecular cluster, C4H26BO21 overall.

CARTESIAN COORDINATES (ANGSTROEM)
O (-2.70884, -2.57290, -0.02173)
C (-2.15769, -1.68750, 0.53455)
O (-0.84997, -1.38352, 0.31964)
B (-0.49882, -0.22923, 1.18431)
O (-1.72046, 0.16105, 1.83104)
C (-2.68195, -0.77904, 1.65081)
O (-3.60213, -0.95149, 2.42555)
O (0.00663, 0.89403, 0.34526)
C (1.25229, 1.10609, 0.53476)
O (1.86051, 1.98354, 0.01391)
C (1.72032, 0.13558, 1.64659)
O (0.61880, -0.57963, 2.06355)
O (2.78852, 0.11312, 2.19937)
O (4.24884, -1.32960, 4.11009)
H (3.68391, -2.07504, 3.81205)
H (3.77039, -0.60380, 3.68259)
O (-3.87451, 0.85305, -0.16451)
H (-3.18747, 1.33549, -0.70717)
H (-3.97255, 1.45032, 0.59677)
O (4.77918, 2.28035, -0.17653)
H (3.84364, 2.07989, 0.09166)
H (5.30323, 2.31173, 0.63910)
O (-5.12989, -0.22278, -2.17733)
H (-6.01041, 0.08153, -1.94421)
H (-4.58753, -0.18654, -1.41359)
O (6.01867, -0.68848, 1.89221)
H (6.57136, -0.03060, 2.30661)
H (5.45542, -0.92428, 2.60091)
O (4.95365, -0.46157, -0.95467)
H (5.21878, -0.85907, -0.14285)
H (5.01065, 0.47414, -0.80170)
O (-4.05984, -2.76795, -2.74997)
H (-4.02112, -3.04294, -1.78802)
H (-4.50650, -1.88700, -2.77557)
O (-4.45862, -3.12713, -5.59889)
H (-4.41554, -3.29518, -4.63899)
H (-3.53148, -3.11541, -5.93213)
O (-0.31984, 2.65322, 2.53248)
H (0.02966, 3.43527, 2.07376)
H (-1.30108, 2.71251, 2.53608)
O (1.30247, 0.87558, -2.49316)
H (2.30321, 0.93811, -2.60908)
H (1.20879, 1.75677, -2.07948)
O (-1.67589, 1.88257, -1.88696)
H (-1.75528, 1.27890, -2.63027)
H (-1.03823, 1.57487, -1.23082)
O (-3.30779, 2.36643, 3.14375)
H (-3.11785, 1.38191, 3.10286)
H (-3.35967, 2.51707, 4.07333)
O (3.49937, -2.23686, -2.56975)
H (2.53140, -2.12258, -2.35936)
H (3.87124, -1.47303, -2.09682)

* frontier orbital gap: 10.39 eV
* total charge: -1

Atomic partial charges in e from the natural (NBO) method, atoms 1 to 6: O -0.554; C 0.690; O -0.659; B 1.196; O -0.705; C 0.709

# 2
Density functional theory data (ωB97M-V/def2-TZVPD) for H4O3Si as an isolated structure.

CARTESIAN COORDINATES (ANGSTROEM)
O (-0.74724, -0.26605, -1.52595)
O (-1.07366, -0.43264, 1.22497)
O (0.89723, 1.08230, 0.73397)
Si (-0.32799, -0.76047, -0.01295)
H (-0.40802, -0.50038, -2.29942)
H (0.54918, 0.62079, 1.48583)
H (0.18586, 1.72151, 0.55184)
H (0.92464, -1.46506, -0.15828)

* frontier orbital gap: 11.18 eV

Atomic partial charges in e from the natural (NBO) method, atoms 1 to 6: O -1.087; O -1.252; O -0.921; Si 2.020; H 0.497; H 0.506

# 3
Density functional theory data (ωB97M-V/def2-TZVPD) for one molecule with the formula C4H6N2O.

CARTESIAN COORDINATES (ANGSTROEM)
C (0.03097, 2.15242, 0.92378)
C (-0.22660, 0.79078, 0.47799)
C (0.00068, -1.07908, -0.76412)
C (-1.12541, -1.18861, 0.05170)
H (-0.83453, 2.93315, 0.88111)
H (0.50392, 2.19429, 1.94086)
H (0.75095, 2.54031, 0.00079)
H (0.47963, -2.84008, -1.25094)
H (1.80861, -1.70894, -1.62349)
H (-1.50716, -2.21459, 0.74092)
N (0.47602, 0.31740, -0.56271)
N (0.75516, -1.82416, -1.66455)
O (-1.11223, -0.07288, 0.84866)

* frontier orbital gap: 9.38 eV

Atomic partial charges in e from the natural (NBO) method, atoms 1 to 6: C -0.687; C 0.499; C 0.255; C -0.073; H 0.243; H 0.241

# 4
Density functional theory data (ωB97M-V/def2-TZVPD) for a 2-piece molecular cluster, C3H9NO3 overall.

CARTESIAN COORDINATES (ANGSTROEM)
C (0.40144, 0.02549, 0.80357)
C (-0.26813, 1.45919, 0.74426)
C (-1.17603, 2.09968, 1.68995)
O (-1.69152, 1.08181, 2.47770)
O (-1.36995, 3.19839, 1.98379)
N (1.78711, 0.08840, 0.29067)
H (-0.16332, -0.59352, 0.19520)
H (0.49031, -0.36006, 1.81733)
H (-0.76139, 1.54839, -0.18974)
H (0.73311, 2.11359, 0.83781)
H (-2.37291, 1.30545, 3.03342)
H (2.07222, 0.83442, -0.27073)
H (2.09148, -0.92969, -0.08325)
H (0.52922, -3.45955, -3.96846)
H (0.02073, -4.59904, -4.95491)
O (-0.32237, -3.81295, -4.40661)

* frontier orbital gap: 9.78 eV

Atomic partial charges in e from the natural (NBO) method, atoms 1 to 6: C -0.189; C -0.530; C 0.799; O -0.729; O -0.546; N -0.872

# 5
Density functional theory data (ωB97M-V/def2-TZVPD) for a 2-piece molecular cluster, C6H13O2 overall.

CARTESIAN COORDINATES (ANGSTROEM)
C (1.24637, 1.48696, 0.10806)
O (0.27436, 1.58232, -0.80308)
C (2.01591, 0.00414, -0.19165)
C (1.51336, -1.17387, 0.62528)
C (0.17756, -1.62337, 0.01324)
C (-0.93796, -1.19533, 0.56207)
C (-2.37773, -1.43964, 0.24061)
H (0.88242, 1.59767, 1.14456)
H (2.02381, 2.20462, -0.15360)
H (1.77226, -0.24320, -1.26219)
H (3.08994, 0.29857, -0.13766)
H (2.27599, -1.91113, 0.36819)
H (1.39514, -0.88870, 1.66189)
H (0.35260, -2.18982, -0.90875)
H (-0.85064, -0.47595, 1.39391)
H (-3.08781, -1.86612, 0.92657)
H (-2.51943, -1.79003, -0.80858)
H (-2.60957, -0.36024, 0.14157)
H (-0.87878, 2.21853, -0.47138)
H (-1.98221, 3.02131, -1.67459)
O (-1.77558, 2.74329, -0.77447)

* spin multiplicity: 2
* frontier orbital gap (alpha / beta): 10.31 / 7.20 eV

Atomic partial charges in e from the natural (NBO) method, atoms 1 to 6: C -0.098; O -0.347; C -0.342; C -0.445; C -0.213; C -0.150

Values for energy above the lowest of the compared OMol25 structures with the same formula, charge and spin, kcal/mol, ordered as above
2.0 53.8 74.7 56.3 61.0